[1]
C24H45AlNO2P2 | ωB97M-V with the def2-TZVPD basis set

Structure (XYZ):
```
75
Properties=species:S:1:pos:R:3:mulliken_charge:R:1
Al -0.45365 -0.15710 0.21782 -0.82
C 1.62430 0.24459 -1.98542 0.28
C 0.58562 1.12551 -2.41260 0.98
C 1.28645 1.80740 -0.32540 0.60
C 2.08135 0.68548 -0.71923 1.09
C 0.39877 2.11927 -1.40124 0.75
C 2.27083 -0.82053 -2.78087 -1.83
H 1.58136 -1.33587 -3.46208 0.29
H 2.74524 -1.56453 -2.13065 0.35
H 3.06904 -0.37458 -3.38989 0.39
C 3.28201 0.21775 0.01274 -1.49
H 3.65081 -0.75587 -0.33877 0.47
H 3.07255 0.13037 1.09322 0.10
H 4.10652 0.94492 -0.10968 0.28
C 1.55541 2.66152 0.85224 -1.50
H 2.17078 3.52446 0.53115 0.39
H 2.12440 2.10896 1.61575 0.28
H 0.63844 3.04817 1.33472 0.23
C -0.30299 3.40750 -1.54312 -1.85
H 0.31638 4.06962 -2.16301 0.38
H -0.41779 3.91208 -0.58097 0.43
H -1.28398 3.32069 -2.01778 0.25
C 0.11243 1.20370 -3.80557 -1.72
H 0.91397 1.61043 -4.44580 0.36
H -0.74900 1.86659 -3.92365 0.51
H -0.14324 0.21602 -4.21506 0.17
C -2.55046 -1.46414 -1.13166 0.44
C -1.80963 -1.29511 -2.24192 0.84
C -2.44096 -1.07936 -3.58917 -1.73
C -2.98706 0.35279 -3.86026 -1.85
C -2.94798 1.28579 -2.68916 -0.33
C -3.71352 1.07375 -1.61041 -0.23
C -4.67610 -0.07041 -1.52907 -1.58
C -4.05122 -1.44642 -1.19919 -1.58
H -3.27231 -1.78271 -3.74151 0.47
H -4.03377 0.24727 -4.19705 0.62
H -1.71274 -1.31285 -4.37837 0.55
H -4.41712 -2.17013 -1.94414 0.50
H -2.13890 -1.83142 -0.17725 -0.24
H -0.71583 -1.38957 -2.23654 0.43
H -4.44859 -1.76790 -0.23151 0.51
H -5.42659 0.16763 -0.76088 0.48
H -3.87169 1.86408 -0.88192 1.14
H -5.21416 -0.15767 -2.48697 0.38
H -2.43182 0.78717 -4.70102 0.35
H -2.49064 2.26169 -2.86001 0.89
P 0.43233 -2.65627 0.38783 1.23
C 2.16805 -3.00601 0.84373 -1.15
H 2.26060 -4.08657 1.04343 0.55
H 2.45440 -2.44501 1.74701 0.29
H 2.83184 -2.73950 0.00928 0.26
C -0.46142 -3.47086 1.76703 -1.31
H -0.09577 -4.50473 1.87102 0.51
H -1.54290 -3.48796 1.57215 0.32
H -0.26412 -2.90499 2.69619 0.31
C 0.18978 -3.73867 -1.05467 -1.13
H -0.86415 -3.71343 -1.36169 0.33
H 0.49118 -4.76459 -0.79760 0.57
H 0.80897 -3.36015 -1.88231 0.26
P -1.95969 1.04718 1.68465 1.68
C -2.47409 2.68725 1.10735 -1.08
H -3.42048 2.97530 1.58716 0.50
H -2.58862 2.68062 0.01973 -0.07
H -1.69862 3.42826 1.34082 0.42
C -3.37025 -0.05380 1.98892 -1.10
H -4.04781 -0.06593 1.12465 0.02
H -3.90182 0.27930 2.89245 0.67
H -3.00417 -1.07838 2.15497 0.20
C -1.39800 1.45465 3.37220 -1.32
H -2.28700 1.66941 3.98858 0.54
H -0.75155 2.34459 3.34457 0.38
H -0.82617 0.61120 3.79510 0.36
O 1.48093 -0.98523 3.37407 -0.43
N 0.50320 -0.73596 2.70704 0.14
O 0.82034 0.03144 1.56537 -0.41
```

As for the HOMO energy: -9.22 eV. The calculation puts the frontier orbital gap at 5.44 eV. As for the net charge: +1.

[2]
C24H45AuFP2 | ωB97M-V with the def2-TZVPD basis set

Structure (XYZ):
```
73
Properties=species:S:1:pos:R:3:mulliken_charge:R:1
Au -0.41300 -1.60186 -0.56697 0.02
C 2.51461 1.73864 -0.30726 0.34
C 2.33754 0.79364 -1.35482 0.50
C 0.96021 2.58767 -1.77576 0.35
C 1.68555 2.85970 -0.58491 0.69
C 1.36352 1.30948 -2.25610 0.34
C 3.46318 1.60203 0.81326 -1.59
H 3.54041 0.55658 1.14294 0.29
H 3.15570 2.20980 1.67518 0.28
H 4.47771 1.92736 0.52804 0.27
C 1.61857 4.11843 0.18169 -1.62
H 2.41898 4.16697 0.93014 0.39
H 0.65596 4.23005 0.70628 0.10
H 1.72742 4.98882 -0.48300 0.36
C 0.02776 3.50613 -2.45401 -1.56
H 0.52191 4.04603 -3.27889 0.34
H -0.35719 4.26071 -1.75516 0.40
H -0.82539 2.96814 -2.89030 0.34
C 0.91382 0.65288 -3.49511 -0.98
H 1.67866 0.71977 -4.28809 0.30
H -0.00179 1.11881 -3.88210 0.30
H 0.70288 -0.41481 -3.32497 -0.17
C 3.10961 -0.44982 -1.51269 -1.05
H 4.16166 -0.23983 -1.77458 0.41
H 2.69541 -1.08051 -2.30815 0.31
H 3.12025 -1.03680 -0.58210 -0.06
C -0.63957 -2.53780 1.19567 -0.06
C 0.76633 -2.28741 0.90495 0.14
C 1.65264 -3.41837 0.44291 -0.88
C 1.51189 -3.76154 -1.07421 -1.34
C 0.38083 -3.03263 -1.76352 -0.21
C -0.99950 -3.34032 -1.41882 -0.53
C -1.29921 -4.41931 -0.40394 -0.81
C -1.17590 -3.93694 1.07020 -1.22
H 1.50735 -4.32901 1.04348 0.36
H 1.43781 -4.85426 -1.20444 0.56
H 2.70346 -3.12871 0.61091 0.46
H -0.59364 -4.66582 1.65325 0.39
H -1.11790 -1.87533 1.91735 0.36
H 1.25447 -1.45965 1.42649 0.20
H -2.18414 -3.96755 1.50592 0.36
H -2.33858 -4.75015 -0.55721 0.43
H -1.76121 -3.14151 -2.17421 0.58
H -0.69261 -5.32359 -0.56005 0.29
H 2.45992 -3.47848 -1.56599 0.36
H 0.57971 -2.65154 -2.76702 0.73
P -0.33047 1.49306 3.44821 1.35
C 0.24628 3.17913 3.47095 -1.04
H 0.25864 3.56387 4.50107 0.48
H -0.41395 3.81695 2.86361 0.34
H 1.26718 3.24623 3.06312 0.20
C -1.94590 1.23650 4.15203 -1.20
H -1.94124 1.44392 5.23177 0.42
H -2.26608 0.19441 3.99714 0.34
H -2.67687 1.90455 3.67043 0.38
C 0.90051 0.29431 3.91289 -1.00
H 0.54877 -0.72602 3.69436 0.27
H 1.11312 0.37460 4.98878 0.48
H 1.83578 0.46880 3.35703 0.23
P -2.74984 0.01504 -1.20727 0.87
C -2.94692 -0.05076 -3.00989 -1.24
H -3.95909 -0.37169 -3.30442 0.46
H -2.21515 -0.79028 -3.37928 0.26
H -2.71908 0.92285 -3.47388 0.38
C -4.08190 -0.95904 -0.44850 -1.11
H -3.86198 -2.02873 -0.60186 0.24
H -5.07118 -0.72695 -0.87143 0.44
H -4.09561 -0.76845 0.63659 0.27
C -2.77196 1.71487 -0.59261 -0.58
H -3.70572 2.23535 -0.85719 0.49
H -1.90846 2.26307 -1.00703 0.05
H -2.66012 1.69057 0.50329 -0.09
F -0.55485 1.18582 1.87783 -0.18
```

Its spin multiplicity is 3. As for the HOMO energy (alpha / beta): -7.30 / -7.16 eV. The calculation puts the frontier orbital gap (alpha / beta) at 4.38 / 2.27 eV. As for the net charge: +1.

[3]
C24H45BF4NdP2 | ωB97M-V with the def2-TZVPD basis set

Structure (XYZ):
```
77
Properties=species:S:1:pos:R:3:mulliken_charge:R:1
Nd -0.51597 -0.14087 -0.38290 0.45
C -2.49783 1.73973 0.42457 -0.18
C -3.05805 0.77231 -0.47544 1.24
C -2.64006 -0.27990 1.53538 0.52
C -2.33287 1.10557 1.68501 1.15
C -3.14354 -0.49199 0.21411 0.34
C -2.31665 3.19487 0.16020 -1.60
H -2.24184 3.40521 -0.91291 0.29
H -1.40136 3.56596 0.63680 0.27
H -3.14692 3.80352 0.55523 0.34
C -2.04342 1.78187 2.97768 -1.31
H -1.78953 2.84241 2.83915 0.46
H -1.18472 1.30046 3.46300 0.08
H -2.89047 1.73403 3.68762 0.30
C -2.55679 -1.29324 2.61116 -1.65
H -3.39780 -1.20337 3.31881 0.31
H -1.62338 -1.19741 3.18774 0.26
H -2.57966 -2.30907 2.19391 0.37
C -3.83409 -1.72525 -0.25836 -1.38
H -4.89489 -1.51866 -0.45702 0.30
H -3.79548 -2.52150 0.49207 0.40
H -3.41536 -2.12238 -1.19405 0.24
C -3.77788 1.11184 -1.72400 -1.62
H -4.76241 1.55111 -1.48320 0.37
H -3.96605 0.23048 -2.35069 0.37
H -3.23641 1.86157 -2.31806 0.31
C 1.64793 0.67951 -1.32726 0.23
C 0.62024 1.58388 -1.62497 0.62
C 0.08047 1.74740 -3.04404 -1.04
C -0.88720 0.66049 -3.58489 -1.56
C -1.06230 -0.59218 -2.73282 0.03
C -0.00167 -1.41736 -2.42907 -0.20
C 1.37038 -1.24201 -3.06836 -0.61
C 2.29181 -0.18621 -2.39462 -1.25
H 0.91213 1.87814 -3.75777 0.33
H -0.56384 0.41099 -4.61178 0.65
H -0.45108 2.71435 -3.06521 0.47
H 2.75258 0.46063 -3.16815 0.43
H 2.27756 0.81868 -0.43207 -0.13
H 0.46846 2.45980 -0.97029 0.28
H 3.13980 -0.71973 -1.93375 0.40
H 1.88958 -2.21728 -3.02575 0.21
H -0.13674 -2.37614 -1.88316 0.09
H 1.30242 -1.00200 -4.14671 0.34
H -1.87356 1.12208 -3.72835 0.37
H -2.09222 -0.96078 -2.62212 0.87
P 2.18100 3.07460 0.99375 0.96
C 1.45373 3.42525 2.63039 -1.10
H 2.13200 4.05892 3.22157 0.47
H 1.24632 2.49154 3.17340 0.14
H 0.49989 3.94616 2.47396 0.29
C 3.71721 2.19173 1.48232 -1.14
H 4.39702 2.89457 1.99178 0.43
H 4.20525 1.80817 0.57171 0.37
H 3.47570 1.32760 2.12911 0.15
C 2.79055 4.67511 0.36800 -1.37
H 3.19619 4.53443 -0.64584 0.33
H 3.56861 5.08565 1.02155 0.41
H 1.94575 5.37106 0.28835 0.36
P 1.22730 -3.87925 0.01544 0.98
C 0.16408 -5.27916 -0.51635 -1.26
H 0.73294 -6.07579 -1.01319 0.36
H -0.57348 -4.86416 -1.21650 0.32
H -0.37550 -5.68432 0.34895 0.37
C 2.77696 -4.23197 -0.90654 -1.57
H 2.56895 -4.26845 -1.98445 0.39
H 3.22869 -5.17758 -0.57379 0.47
H 3.46972 -3.39840 -0.71216 0.32
C 1.71280 -4.44605 1.68001 -1.17
H 2.45711 -5.25190 1.63831 0.45
H 0.80587 -4.78588 2.19340 0.38
H 2.11072 -3.57855 2.22146 0.23
F 0.87908 -0.34979 1.46068 0.27
B 1.28051 -0.62092 2.95183 -0.02
F 0.69951 0.42772 3.66245 -0.42
F 0.72063 -1.85217 3.22900 -0.26
F 2.66360 -0.58777 2.94675 -0.32
```

Its spin multiplicity is 4. As for the HOMO energy (alpha / beta): -10.65 / -10.64 eV. The calculation puts the frontier orbital gap (alpha / beta) at 5.75 / 5.78 eV. As for the net charge: +1.

DFT total energy, record by record: -56368.557, -50592.848, -71017.657 eV
ΔE to the lowest compared entry with this formula, charge and spin, record by record: 0.0, 0.0, 81.5 kcal/mol